Version A
A single C3H6O molecule. Source: the Open Molecules 2025 dataset; level of theory: ωB97M-V/def2-TZVPD.

Computed properties:
- HOMO (spin up / spin down) (Ha) = -0.3416 / -0.3603
- orbital gap (spin up / spin down) (eV) = 8.638 / 9.325
- LUMO energy (spin up / spin down) (eV) = -0.66 / -0.48

Last column: Löwdin charge in e.
Geometry (Å):
O -0.426 -1.383 -0.823  -0.0073
C -0.423 -0.170 -0.267  -0.6832
C -0.473 -0.735 1.065  0.1779
C 0.729 0.765 -0.649  -0.0429
H 0.293 -0.560 1.816  0.0912
H -1.348 -1.303 1.356  0.0853
H 1.673 0.225 -0.580  0.0778
H 0.604 1.090 -1.680  0.0760
H 0.756 1.623 0.026  0.0779
H -1.385 0.447 -0.264  0.1473



Version B
A 2-piece molecular cluster, C3H6O overall. Source: the Open Molecules 2025 dataset; level of theory: ωB97M-V/def2-TZVPD.

Computed properties:
- HOMO (Ha) = -0.3640
- orbital gap (eV) = 10.736
- LUMO energy (eV) = 0.83

Last column: Löwdin charge in e.
Geometry (Å):
O 2.049 -0.194 0.548  -0.0128
C -1.874 -0.221 -1.175  -0.0826
C 1.483 -0.601 1.525  -0.1481
C -1.631 1.078 -1.015  -0.0750
H -2.448 1.721 -1.282  0.0356
H -1.065 -0.942 -1.121  0.0385
H 1.578 -1.616 1.940  0.0796
H 0.808 0.112 2.033  0.0780
H -2.884 -0.598 -1.281  0.0436
H -0.759 1.475 -0.516  0.0431



Version C
C3H6O as an isolated structure. Source: the Open Molecules 2025 dataset; level of theory: ωB97M-V/def2-TZVPD.

Computed properties:
- HOMO (Ha) = -0.3230
- orbital gap (eV) = 9.724
- LUMO energy (eV) = 0.93

Last column: Löwdin charge in e.
Geometry (Å):
O -0.517 -0.349 -0.152  -0.2565
C -1.804 0.075 0.089  -0.1496
C 1.924 -0.163 0.024  -0.0057
C 0.660 0.376 -0.055  -0.2387
H 0.749 1.455 -0.229  0.1045
H 2.126 -1.350 0.185  0.1099
H -2.645 -0.867 -0.358  0.1728
H -1.774 1.091 -0.422  0.0780
H -1.694 0.186 1.412  0.1567
H 2.692 0.553 0.277  0.0287



Version D
A single C3H6O molecule. Source: the Open Molecules 2025 dataset; level of theory: ωB97M-V/def2-TZVPD.

Computed properties:
- HOMO (Ha) = -0.3769
- orbital gap (eV) = 11.480
- LUMO energy (eV) = 1.22

Last column: Löwdin charge in e.
Geometry (Å):
O -0.115 1.483 -0.021  -0.0517
C -0.288 0.702 1.150  -0.1341
C 0.535 -0.769 -0.841  -0.0471
C -0.488 0.121 -0.180  -0.3602
H -1.519 -0.009 -0.517  0.1357
H 0.629 0.478 1.696  0.1115
H -1.145 0.969 1.768  0.1075
H 0.118 -1.761 -1.045  0.0773
H 1.427 -0.888 -0.218  0.0790
H 0.846 -0.326 -1.792  0.0820



Quick look at relative energies in eV: version A 2.397; version B 0.842; version C 2.590; version D 0.000.



Version A
C3H6O as an isolated structure. Source: the Open Molecules 2025 dataset; level of theory: ωB97M-V/def2-TZVPD.

Computed properties:
- HOMO (Ha) = -0.3587
- orbital gap (eV) = 9.975
- LUMO energy (eV) = 0.21

Last column: Löwdin charge in e.
Geometry (Å):
O -1.639 -0.721 -0.537  0.0358
C -0.063 -0.374 1.212  -0.1122
C -0.604 -0.162 -0.204  -0.6875
C 0.276 0.479 -1.134  -0.0938
H -1.076 -0.834 2.140  0.1775
H 1.461 0.227 -0.916  0.1386
H 0.395 0.845 1.601  0.1351
H 1.116 -1.408 1.017  0.2048
H 0.006 0.338 -2.208  0.0918
H 0.128 1.610 -0.971  0.1097



Version B
A single C3H6O molecule. Source: the Open Molecules 2025 dataset; level of theory: ωB97M-V/def2-TZVPD.

Computed properties:
- HOMO (Ha) = -0.3593
- orbital gap (eV) = 10.758
- LUMO energy (eV) = 0.98

Last column: Löwdin charge in e.
Geometry (Å):
O 0.149 -0.143 -1.463  -0.0792
C 0.115 1.209 0.999  0.0015
C -0.144 -0.088 0.970  -0.1654
C -0.042 -0.918 -0.292  -0.2779
H 0.254 1.764 0.086  0.0544
H 0.156 1.747 1.933  0.0504
H 0.828 -1.568 -0.215  0.1170
H -0.951 -1.515 -0.386  0.1123
H -0.716 0.076 -1.830  0.0925
H -0.256 -0.676 1.876  0.0945



Quick look at relative energies in eV: version A 3.380; version B 0.000.



Version A
An isolated ion of composition C5H9N2O and charge +1. Source: the Open Molecules 2025 dataset; level of theory: ωB97M-V/def2-TZVPD.

Computed properties:
- HOMO (Ha) = -0.5097
- orbital gap (eV) = 10.079
- LUMO energy (eV) = -3.79
- net charge = +1

Last column: Löwdin charge in e.
Geometry (Å):
O -0.211 -0.063 1.514  0.0442
N 1.158 1.712 0.768  0.0956
N -0.473 -2.012 0.285  0.3004
C 1.106 1.385 -0.623  -0.1512
C 0.595 1.065 1.659  -0.1504
C -1.235 0.209 -0.781  0.0348
C 0.270 0.149 -0.947  -0.1370
C -0.388 -0.508 0.223  -0.4298
H -1.671 1.149 -0.476  0.1389
H 0.727 2.267 -1.149  0.1366
H 2.139 1.236 -0.948  0.1328
H 0.404 -2.400 0.665  0.1929
H 0.668 -0.478 -1.733  0.1492
H -1.863 -0.362 -1.447  0.1206
H -1.234 -2.268 0.933  0.1920
H -0.658 -2.419 -0.641  0.1863
H 0.664 1.338 2.699  0.1440



Version B
An isolated ion of composition C5H9N2O and charge +1. Source: the Open Molecules 2025 dataset; level of theory: ωB97M-V/def2-TZVPD.

Computed properties:
- HOMO (Ha) = -0.5327
- orbital gap (eV) = 10.090
- LUMO energy (eV) = -4.41
- net charge = +1

Last column: Löwdin charge in e.
Geometry (Å):
O 0.877 1.882 -0.927  0.0427
N -0.826 -0.737 0.364  0.0859
N 1.594 -0.254 -1.454  0.1467
C 1.134 0.688 -0.361  -0.2551
C -0.348 0.427 0.679  -0.1108
C -1.013 1.456 1.450  0.0040
C 1.021 -1.380 -1.420  -0.1025
C 0.012 -1.821 -0.311  -0.0660
H -1.812 -0.950 0.527  0.1754
H 0.516 -2.309 0.681  0.1868
H -0.654 -2.647 -0.624  0.1215
H 0.201 1.924 -1.598  0.1233
H -1.680 0.971 2.158  0.1001
H 1.798 0.745 0.465  0.1379
H -1.627 1.964 0.637  0.1419
H -0.291 2.178 1.948  0.1383
H 1.098 -2.133 -2.217  0.1298



Quick look at relative energies in eV: version A 0.000; version B 1.257.



Version A
A 2-piece molecular cluster, C5H7Br overall. Source: the Open Molecules 2025 dataset; level of theory: ωB97M-V/def2-TZVPD.

Computed properties:
- HOMO (Ha) = -0.3332
- orbital gap (eV) = 9.761
- LUMO energy (eV) = 0.69

Last column: Löwdin charge in e.
Geometry (Å):
Br 3.140 0.809 0.130  0.3648
C 0.197 1.917 1.083  0.0679
C -0.178 0.967 0.431  -0.1655
C -1.266 -1.310 0.437  -0.0871
C -0.743 -0.125 -0.321  -0.4202
C -0.799 -0.141 -1.649  0.0472
H -0.545 0.717 -2.255  0.0642
H -0.799 -1.309 1.592  0.1391
H 0.836 2.606 1.555  0.0141
H 4.383 0.441 0.776  -0.2603
H -0.995 -2.308 -0.026  0.0879
H -2.352 -1.213 0.513  0.0692
H -0.878 -1.051 -2.266  0.0785



Version B
A single C5H7Br molecule. Source: the Open Molecules 2025 dataset; level of theory: ωB97M-V/def2-TZVPD.

Computed properties:
- HOMO (Ha) = -0.3118
- orbital gap (eV) = 9.244
- LUMO energy (eV) = 0.76

Last column: Löwdin charge in e.
Geometry (Å):
Br -0.338 0.789 -2.580  0.6416
C 1.595 -0.073 0.427  -0.0448
C -0.926 0.216 -0.794  -0.7256
C -1.031 1.007 0.496  -0.0696
C -0.799 -1.114 -0.277  -0.1077
C 0.093 0.027 0.375  -0.3467
H 2.149 0.533 -0.320  0.0761
H -1.892 0.648 1.055  0.0951
H 1.771 -1.052 0.151  0.0355
H -0.793 2.047 0.483  0.1011
H -0.168 -1.784 -0.886  0.1139
H -1.663 -1.427 0.384  0.1177
H 2.001 0.183 1.485  0.1135



Quick look at relative energies in eV: version A 0.257; version B 0.000.